Model P:
{"formula": "C3H9N3O", "method": "ωB97M-V with the def2-TZVPD basis set", "smiles": "NN(N)CCC=O", "e_lumo_ev": 0.9, "elements": ["N", "N", "N", "C", "C", "C", "O", "H", "H", "H", "H", "H", "H", "H", "H", "H"], "positions_angstrom": [[-1.685, 0.353, -0.613], [-0.570, -0.477, -0.744], [-0.662, -1.711, -0.104], [0.877, 0.039, -0.986], [1.507, 0.327, 0.350], [0.430, 1.249, 1.066], [-0.360, 0.937, 1.949], [-2.518, -0.102, -0.982], [-1.873, 0.529, 0.380], [-0.556, -1.697, 0.910], [-1.514, -2.274, -0.161], [0.794, 0.931, -1.616], [1.415, -0.764, -1.500], [2.430, 0.903, 0.246], [1.672, -0.554, 0.973], [0.615, 2.312, 0.833]]}

=====

Model Q:
{"formula": "C3H9N3O", "method": "ωB97M-V with the def2-TZVPD basis set", "smiles": "[H]/N=C\\NO.[H]/N=C/C", "e_lumo_ev": 0.7, "elements": ["H", "N", "C", "N", "O", "H", "H", "H", "H", "N", "C", "C", "H", "H", "H", "H"], "positions_angstrom": [[-1.777, -1.635, -0.518], [-2.204, -1.097, 0.242], [-1.289, -0.495, 0.920], [0.096, -0.939, 0.966], [0.476, -2.022, 0.172], [-1.560, 0.038, 1.840], [0.716, -0.640, 1.721], [0.160, -1.801, -0.728], [1.349, 1.612, 1.628], [1.591, 1.270, 0.694], [0.561, 1.113, -0.058], [0.610, 0.862, -1.532], [-0.566, 1.332, 0.338], [0.653, 1.820, -2.052], [1.475, 0.246, -1.785], [-0.293, 0.337, -1.848]]}

=====

We find model P to be the most stable, with the next structure 0.0438 hartree higher.

=====

Model P:
{"formula": "CH5N2P", "method": "ωB97M-V with the def2-TZVPD basis set", "e_lumo_ev": -0.4, "elements": ["C", "N", "N", "P", "H", "H", "H", "H", "H"], "positions_angstrom": [[1.730, -1.304, 1.525], [-1.272, 1.377, -2.029], [0.538, -0.815, 1.510], [-0.736, -0.053, 1.344], [1.893, -2.263, 2.017], [-1.187, 1.482, -0.983], [2.502, -0.690, 1.172], [-1.420, 0.375, -2.152], [-2.047, 1.891, -2.405]]}

=====

Model Q:
{"formula": "CH5N2P", "method": "ωB97M-V with the def2-TZVPD basis set", "e_lumo_ev": [-0.6, -0.6], "elements": ["C", "N", "N", "P", "H", "H", "H", "H", "H"], "positions_angstrom": [[-1.602, -0.700, 0.174], [2.377, 0.777, 0.047], [-2.731, -0.425, -0.237], [1.947, -0.815, -0.012], [-0.695, -0.177, 0.144], [-1.567, -1.674, 0.809], [1.692, 1.453, -0.239], [3.336, 1.071, -0.036], [-2.756, 0.489, -0.648]]}

=====

We find model P to be the most stable, with the next structure 0.0278 hartree higher.

=====

Model P:
{"formula": "C2H3Br2N3", "method": "ωB97M-V with the def2-TZVPD basis set", "smiles": "Brn1cnnc1.Br", "e_lumo_ev": -0.6, "elements": ["Br", "N", "C", "N", "N", "C", "H", "H", "Br", "H"], "positions_angstrom": [[-2.956, -1.260, 0.256], [-1.397, -0.286, 0.130], [-1.151, 1.107, 0.249], [0.103, 1.316, -0.002], [0.722, 0.200, -0.324], [-0.155, -0.748, -0.416], [-1.753, 1.952, 0.563], [0.175, -1.689, -0.648], [3.562, -0.938, 0.288], [2.851, 0.346, -0.096]]}

=====

Model Q:
{"formula": "C2H3Br2N3", "method": "ωB97M-V with the def2-TZVPD basis set", "smiles": "N/C(Br)=C/Br.N#N", "e_lumo_ev": 0.8, "elements": ["N", "C", "Br", "C", "Br", "H", "H", "H", "N", "N"], "positions_angstrom": [[1.202, -0.145, -1.032], [-0.168, 0.082, -0.691], [-1.201, -1.417, -1.146], [-0.596, 1.167, -0.006], [-2.452, 1.327, 0.243], [1.628, 0.730, -1.176], [1.516, -1.024, -0.761], [-0.045, 2.020, 0.396], [0.066, -0.825, 2.161], [0.049, -1.915, 2.013]]}

=====

Model R:
{"formula": "C2H3Br2N3", "method": "ωB97M-V with the def2-TZVPD basis set", "smiles": "N/C(Br)=C/Br.N#N", "e_lumo_ev": 0.7, "elements": ["N", "C", "Br", "C", "Br", "H", "H", "H", "N", "N"], "positions_angstrom": [[-1.175, 1.056, 0.607], [0.088, 0.487, 0.241], [1.182, 1.705, -0.720], [0.593, -0.598, 0.894], [2.436, -1.029, 0.784], [-1.641, 1.667, -0.053], [-1.881, 0.359, 0.880], [-0.196, -1.029, 1.497], [-0.209, -1.479, -2.191], [0.804, -1.138, -1.938]]}

=====

We find model Q to be the most stable, with the next structure 0.0027 hartree higher.

=====

Model P:
{"formula": "C4H14N4", "method": "ωB97M-V with the def2-TZVPD basis set", "smiles": "[H]/N=N\\C(C)C.CNN", "e_lumo_ev": 0.9, "elements": ["H", "N", "N", "C", "C", "C", "H", "H", "H", "H", "H", "H", "H", "C", "N", "N", "H", "H", "H", "H", "H", "H"], "positions_angstrom": [[2.480, 1.795, 0.199], [1.531, 1.483, 0.660], [0.778, 0.825, -0.056], [1.246, 0.494, -1.430], [0.229, 0.891, -2.492], [1.425, -0.984, -1.389], [2.202, 1.033, -1.603], [0.543, 0.677, -3.534], [-0.683, 0.218, -2.368], [0.036, 1.934, -2.441], [0.533, -1.662, -1.370], [2.041, -1.340, -0.524], [2.083, -1.347, -2.221], [-2.674, -2.057, 2.325], [-2.288, -1.274, 1.172], [-1.829, 0.101, 1.416], [-1.801, -2.075, 2.909], [-3.556, -1.608, 2.829], [-2.903, -3.135, 1.930], [-2.980, -1.071, 0.442], [-1.250, 0.358, 0.629], [-1.096, -0.053, 2.234]]}

=====

Model Q:
{"formula": "C4H14N4", "method": "ωB97M-V with the def2-TZVPD basis set", "smiles": "C[C@H](N)CN.[H]/N=C/N", "e_lumo_ev": 1.0, "elements": ["C", "C", "N", "C", "N", "H", "H", "H", "H", "H", "H", "H", "H", "H", "H", "H", "N", "C", "N", "H", "H", "H"], "positions_angstrom": [[2.654, -0.599, -0.450], [1.242, -0.025, -0.415], [1.313, 1.408, -0.173], [0.345, -0.793, 0.596], [-0.437, -1.878, 0.021], [2.632, -1.650, -0.727], [3.125, -0.510, 0.530], [3.254, -0.061, -1.176], [0.784, -0.140, -1.406], [1.927, 1.588, 0.613], [0.395, 1.768, 0.076], [0.951, -1.205, 1.406], [-0.360, -0.084, 1.036], [0.174, -2.647, -0.236], [-0.878, -1.554, -0.835], [-1.616, 2.870, -0.122], [-1.825, 2.067, 0.464], [-2.432, 1.131, -0.136], [-2.890, 0.048, 0.548], [-2.689, 1.106, -1.202], [-2.601, -0.024, 1.515], [-3.069, -0.815, 0.072]]}

=====

Model R:
{"formula": "C4H14N4", "method": "ωB97M-V with the def2-TZVPD basis set", "smiles": "CCN(C)NN(C)N", "e_lumo_ev": 1.1, "elements": ["C", "C", "N", "C", "N", "N", "C", "N", "H", "H", "H", "H", "H", "H", "H", "H", "H", "H", "H", "H", "H", "H"], "positions_angstrom": [[0.820, -0.532, 2.355], [-0.424, 0.165, 1.823], [-0.713, 0.839, 0.331], [-0.272, 2.213, 0.119], [0.214, -0.109, -0.213], [-0.025, -0.327, -1.732], [0.639, -1.586, -2.070], [-1.404, -0.450, -1.973], [0.725, -0.648, 3.441], [0.935, -1.527, 1.918], [1.726, 0.052, 2.173], [-1.292, -0.485, 1.931], [-0.614, 1.041, 2.453], [0.662, 2.457, 0.646], [-1.045, 2.901, 0.476], [-0.098, 2.424, -0.944], [1.172, 0.251, -0.176], [1.710, -1.497, -1.862], [0.235, -2.442, -1.513], [0.526, -1.787, -3.140], [-1.628, -0.066, -2.885], [-1.848, -0.888, -1.158]]}

=====

We find model Q to be the most stable, with the next structure 0.1288 hartree higher.

=====

Model P:
{"formula": "C4H13N2O2", "method": "ωB97M-V with the def2-TZVPD basis set", "total_charge": 1, "e_lumo_ev": -3.3, "elements": ["N", "C", "C", "N", "C", "C", "O", "H", "H", "H", "H", "H", "H", "H", "H", "H", "H", "H", "H", "H", "O"], "positions_angstrom": [[-1.812, -3.039, 0.575], [-1.772, -1.528, 0.598], [-0.520, -1.150, -0.379], [-0.137, 0.076, -0.539], [-0.641, 1.333, 0.127], [1.220, 0.307, -1.225], [-0.010, -2.152, -0.933], [-1.981, -3.350, -0.371], [-2.515, -3.440, 1.156], [-0.855, -3.201, 0.758], [-1.564, -1.330, 1.574], [-2.597, -0.989, 0.254], [-0.159, 2.256, -0.365], [-1.707, 1.650, -0.207], [-0.553, 1.530, 1.279], [1.116, 0.975, -2.102], [1.984, 0.836, -0.501], [1.601, -0.680, -1.656], [3.648, 5.427, 0.699], [3.320, 5.193, 2.148], [3.033, 4.914, 1.227]]}

=====

Model Q:
{"formula": "C4H13N2O2", "method": "ωB97M-V with the def2-TZVPD basis set", "total_charge": 1, "e_lumo_ev": -8.4, "elements": ["O", "C", "N", "C", "N", "C", "C", "H", "H", "H", "H", "H", "H", "H", "H", "H", "H", "H", "H", "H", "O"], "positions_angstrom": [[1.544, 0.742, -0.993], [0.272, 0.567, -1.029], [-0.372, 0.824, -2.220], [-0.410, 0.267, 0.188], [2.944, -1.504, 0.104], [0.372, -0.146, 2.644], [0.334, 0.849, 1.422], [-1.343, 0.849, -2.310], [0.219, 1.269, -2.927], [-1.451, -0.005, 0.140], [2.315, -2.214, 0.583], [3.499, -1.953, -0.673], [2.374, -0.604, -0.302], [0.610, -1.104, 2.208], [-0.553, -0.185, 3.076], [1.133, 0.132, 3.357], [-0.226, 1.742, 1.823], [1.358, 1.092, 1.041], [-4.900, -0.999, 0.256], [-4.213, -0.484, -1.049], [-4.073, -0.993, -0.226]]}

=====

We find model P to be the most stable, with the next structure 0.1062 hartree higher.